# 1
# C33H46AsN4SiV

A structure of composition C33H46AsN4SiV at a distorted geometry (ωB97M-V with the def2-TZVPD basis set, the OMol25 dataset).

HOMO (spin up / spin down) in eV: -13.7 / -13.8
Spin multiplicity: 3
Frontier orbital gap (spin up / spin down) in eV: 7.10 / 7.95
Charge: +2
<S²>: 2.037

Geometry (Å):
V (-0.738, -0.619, 0.671)
C (-0.323, 1.476, 2.898)
N (-1.054, 0.205, 2.568)
C (-2.554, 0.335, 2.826)
C (-0.480, -0.854, 3.437)
C (-1.150, -2.232, 3.219)
N (-1.194, -2.566, 1.777)
C (-2.467, -3.258, 1.360)
C (-0.170, -3.555, 1.504)
H (-0.402, 1.829, 3.971)
H (-0.707, 2.284, 2.292)
H (0.760, 1.328, 2.719)
H (-2.709, 0.665, 3.895)
H (-3.056, -0.648, 2.713)
H (-2.955, 0.990, 2.102)
H (-0.563, -0.454, 4.435)
H (0.629, -0.893, 3.366)
H (-2.157, -2.225, 3.688)
H (-0.489, -2.932, 3.826)
H (-2.504, -4.195, 1.853)
H (-2.375, -3.368, 0.244)
H (-3.273, -2.559, 1.737)
H (-0.123, -4.475, 2.136)
H (0.770, -3.021, 1.595)
H (-0.272, -3.870, 0.463)
C (0.744, -3.226, -2.506)
C (-0.574, -2.527, -2.254)
C (-1.483, -2.651, -3.366)
C (-2.780, -2.140, -3.298)
C (-3.210, -1.536, -2.106)
C (-2.154, -1.211, -1.203)
N (-0.979, -1.925, -1.065)
N (-2.291, -0.177, -0.316)
Si (-3.370, 1.242, -0.683)
C (-3.501, 1.578, -2.530)
C (-2.590, 2.854, 0.073)
C (-5.110, 0.973, 0.140)
H (1.287, -2.421, -3.060)
H (0.551, -4.018, -3.221)
H (1.252, -3.551, -1.545)
H (-1.135, -3.140, -4.249)
H (-3.395, -2.186, -4.172)
H (-4.161, -0.968, -2.087)
H (-2.486, 1.792, -2.925)
H (-4.130, 2.454, -2.665)
H (-4.000, 0.785, -3.122)
H (-1.487, 2.786, -0.093)
H (-2.833, 3.012, 1.187)
H (-2.849, 3.657, -0.674)
H (-5.412, 2.004, 0.352)
H (-5.045, 0.514, 1.106)
H (-5.810, 0.480, -0.569)
C (2.277, 4.565, 1.811)
C (1.267, 4.348, 0.818)
C (1.161, 3.115, 0.167)
C (1.972, 2.038, 0.552)
C (2.944, 2.246, 1.523)
C (2.995, 3.465, 2.241)
As (1.533, 0.354, -0.326)
C (1.922, 0.945, -2.194)
C (0.893, 0.786, -3.146)
C (0.993, 1.383, -4.421)
C (2.135, 2.068, -4.779)
C (3.172, 2.139, -3.834)
C (3.132, 1.551, -2.574)
C (3.108, -0.688, 0.382)
C (3.178, -1.078, 1.742)
C (4.348, -1.716, 2.230)
C (5.424, -2.018, 1.396)
C (5.317, -1.605, 0.031)
C (4.154, -1.022, -0.465)
H (2.343, 5.528, 2.332)
H (0.624, 5.218, 0.538)
H (0.543, 3.017, -0.706)
H (3.720, 1.507, 1.693)
H (3.608, 3.590, 3.121)
H (-0.007, 0.188, -2.963)
H (0.173, 1.205, -5.103)
H (2.276, 2.561, -5.764)
H (4.056, 2.601, -4.187)
H (3.936, 1.586, -1.891)
H (2.377, -0.831, 2.436)
H (4.314, -1.970, 3.290)
H (6.400, -2.327, 1.864)
H (6.156, -1.791, -0.725)
H (4.063, -0.798, -1.531)

Mulliken atomic charge list, values in e, 5 entries:
1. V 0.114
2. C -0.954
3. N 0.858
4. C -0.563
5. C -0.279


# 2
# C20H40CuF6O10

A structure of composition C20H40CuF6O10 at a distorted geometry (ωB97M-V with the def2-TZVPD basis set, the OMol25 dataset).

Relative energy (zero: lowest compared OMol25 entry of this formula, charge and spin) in kcal/mol: 9.4
HOMO (spin up / spin down) in eV: -8.4 / -8.3
Spin multiplicity: 2
Frontier orbital gap (spin up / spin down) in eV: 9.02 / 7.46
<S²>: 0.751

Geometry (Å):
Cu (0.839, -0.384, 0.029)
C (2.120, 1.126, -2.666)
O (1.128, 2.165, -2.694)
O (1.773, 0.205, -1.772)
C (2.371, 0.605, -4.084)
F (2.649, 1.658, -4.890)
F (3.441, -0.201, -4.152)
F (1.337, -0.051, -4.618)
C (1.587, 3.491, -2.829)
C (0.390, 4.385, -2.533)
H (-0.060, 4.111, -1.574)
H (0.660, 5.436, -2.432)
H (-0.381, 4.223, -3.287)
H (1.880, 3.677, -3.865)
H (2.383, 3.807, -2.143)
H (3.027, 1.597, -2.243)
C (-0.518, -0.882, 3.041)
O (-1.753, -0.179, 2.811)
O (0.189, -0.808, 1.933)
C (0.221, -0.495, 4.326)
F (-0.410, -0.901, 5.445)
F (1.439, -1.051, 4.379)
F (0.362, 0.843, 4.438)
C (-2.730, -0.232, 3.820)
C (-3.950, 0.588, 3.432)
H (-4.596, 0.659, 4.309)
H (-3.679, 1.603, 3.142)
H (-4.528, 0.120, 2.632)
H (-2.421, 0.197, 4.780)
H (-3.052, -1.263, 4.022)
H (-0.853, -1.931, 3.216)
C (-0.546, 2.428, 1.483)
O (-0.403, 1.669, 0.305)
C (-1.554, 1.685, -0.520)
C (-1.561, 0.472, -1.429)
O (-1.291, -0.724, -0.707)
C (-2.412, -1.221, 0.012)
C (-3.475, -1.887, -0.854)
O (-2.875, -2.922, -1.592)
C (-3.840, -3.699, -2.284)
H (0.275, 2.225, 2.166)
H (-1.420, 2.068, 2.036)
H (-0.679, 3.496, 1.284)
H (-1.517, 2.608, -1.107)
H (-2.469, 1.686, 0.084)
H (-0.765, 0.573, -2.170)
H (-2.501, 0.379, -1.979)
H (-2.883, -0.421, 0.585)
H (-2.031, -1.966, 0.707)
H (-3.966, -1.157, -1.511)
H (-4.236, -2.301, -0.179)
H (-3.355, -4.594, -2.666)
H (-4.236, -3.123, -3.127)
H (-4.650, -3.961, -1.597)
C (0.173, -2.807, -2.184)
O (0.787, -2.389, -0.984)
C (1.892, -3.236, -0.752)
C (2.606, -2.807, 0.511)
O (2.678, -1.402, 0.529)
C (3.447, -0.861, 1.588)
C (3.591, 0.654, 1.504)
O (2.403, 1.191, 0.987)
C (2.603, 2.548, 0.636)
H (-0.609, -2.138, -2.526)
H (-0.329, -3.768, -2.029)
H (0.840, -2.892, -3.047)
H (2.628, -3.240, -1.564)
H (1.571, -4.281, -0.669)
H (3.603, -3.242, 0.634)
H (2.062, -3.165, 1.397)
H (4.439, -1.313, 1.637)
H (2.891, -0.995, 2.522)
H (4.489, 0.890, 0.913)
H (3.834, 1.114, 2.471)
H (2.790, 3.151, 1.527)
H (1.734, 2.920, 0.095)
H (3.400, 2.642, -0.110)

Mulliken atomic charge list, values in e, 5 entries:
1. Cu 1.327
2. C -0.694
3. O -0.289
4. O -0.297
5. C 0.744


# 3
# C13H7NO11RuS2

A structure of composition C13H7NO11RuS2 (ωB97M-V with the def2-TZVPD basis set, the OMol25 dataset).

HOMO (spin up / spin down) in eV: -6.7 / -7.0
Spin multiplicity: 6
Frontier orbital gap (spin up / spin down) in eV: 9.00 / 7.67
Charge: -1
<S²>: 8.756

Geometry (Å):
Ru (-0.152, -0.354, 0.178)
O (0.504, -6.016, 3.069)
C (0.336, -4.800, 2.493)
C (0.393, -3.621, 3.228)
C (0.215, -2.431, 2.555)
N (-0.005, -2.389, 1.247)
C (-0.064, -3.515, 0.543)
C (0.101, -4.754, 1.123)
C (-0.337, -3.288, -0.933)
O (-0.435, -4.249, -1.677)
O (-0.430, -2.046, -1.231)
C (0.237, -1.066, 3.216)
O (0.414, -0.992, 4.422)
O (0.064, -0.113, 2.381)
H (0.660, -5.898, 4.013)
H (0.567, -3.590, 4.296)
H (0.042, -5.643, 0.512)
O (0.926, 0.238, -1.787)
S (-0.277, 0.810, -2.426)
O (-0.390, 0.604, -3.837)
O (-1.432, 0.388, -1.604)
C (-0.177, 2.591, -2.189)
C (-0.286, 3.346, -3.347)
C (-0.247, 4.734, -3.306)
C (-0.095, 5.378, -2.095)
C (0.018, 4.634, -0.929)
C (-0.021, 3.248, -0.955)
S (0.118, 2.449, 0.651)
O (0.310, 3.500, 1.601)
O (1.224, 1.478, 0.532)
O (-1.126, 1.658, 0.787)
H (-0.401, 2.825, -4.286)
H (-0.335, 5.300, -4.224)
H (-0.061, 6.459, -2.048)
H (0.143, 5.122, 0.027)

Mulliken atomic charge list, values in e, 5 entries:
1. Ru 0.909
2. O -0.528
3. C 1.162
4. C -0.331
5. C -0.049


| no. | E_tot (eV) |
| --- | --- |
| 1 | -135317.856 |
| 2 | -102804.239 |
| 3 | -61861.589 |